Entry 1:
{
  "formula": "C41H50As2ClMoNOSi",
  "method": "ωB97M-V/def2-TZVPD",
  "species": ["Mo", "C", "Si", "C", "N", "C", "C", "C", "C", "C", "C", "C", "C", "C", "C", "C", "C", "C", "C", "C", "C", "C", "H", "H", "H", "H", "H", "H", "H", "H", "H", "H", "H", "H", "H", "H", "H", "H", "H", "H", "H", "H", "H", "H", "H", "H", "C", "C", "C", "C", "C", "C", "As", "C", "C", "C", "C", "C", "C", "C", "C", "C", "C", "C", "C", "H", "H", "H", "H", "H", "H", "H", "H", "H", "H", "H", "H", "H", "H", "H", "C", "As", "C", "C", "O", "H", "H", "H", "H", "H", "H", "H", "H", "H", "Cl", "C", "H", "H"],
  "xyz": [[1.0455, 0.3426, 0.1437], [-0.7954, 1.3038, 0.4057], [-1.5908, -0.0412, 1.5114], [-0.6300, -1.6378, 1.0399], [0.8800, -1.5801, 1.0950], [1.4654, -2.7428, 0.3343], [1.0586, -4.0749, 0.9468], [1.3749, -4.1279, 2.4556], [2.1493, -2.8846, 2.8794], [1.3947, -1.6091, 2.5377], [-3.3581, -0.3798, 1.0852], [-4.3670, -0.2145, 2.0395], [-5.6925, -0.4830, 1.7186], [-6.0285, -0.9243, 0.4471], [-5.0379, -1.0952, -0.5121], [-3.7185, -0.8215, -0.1897], [-1.5346, 0.3160, 3.3281], [-1.5859, -0.7154, 4.2701], [-1.7692, -0.4477, 5.6197], [-1.9309, 0.8639, 6.0501], [-1.9180, 1.9004, 5.1266], [-1.7183, 1.6248, 3.7791], [-0.7868, 2.2493, 0.9507], [-1.3916, 1.4163, -0.5042], [-0.9009, -1.8869, 0.0091], [-0.9987, -2.4641, 1.6544], [2.5428, -2.6259, 0.3452], [1.1360, -2.6742, -0.6969], [1.6097, -4.8420, 0.4008], [0.0028, -4.2730, 0.7570], [1.9464, -5.0233, 2.6922], [0.4526, -4.1903, 3.0394], [3.1496, -2.8823, 2.4416], [2.2906, -2.8709, 3.9617], [1.9987, -0.7278, 2.7095], [0.5250, -1.5222, 3.1821], [-4.1286, 0.1246, 3.0404], [-6.4638, -0.3479, 2.4662], [-7.0620, -1.1360, 0.2025], [-5.2978, -1.4388, -1.5061], [-2.9592, -0.9435, -0.9489], [-1.5140, -1.7536, 3.9562], [-1.8043, -1.2616, 6.3333], [-2.0873, 1.0741, 7.1006], [-2.0814, 2.9202, 5.4559], [-1.7462, 2.4444, 3.0672], [-3.6307, 1.4485, -4.3095], [-3.4810, 0.1262, -3.9203], [-2.2892, -0.3062, -3.3565], [-1.2281, 0.5774, -3.1927], [-1.3781, 1.9042, -3.5932], [-2.5780, 2.3357, -4.1426], [0.4934, 0.0587, -2.4460], [1.6010, 1.2239, -3.5146], [1.7789, 0.9439, -4.8668], [2.4915, 1.8264, -5.6644], [3.0092, 2.9975, -5.1245], [2.7913, 3.3016, -3.7891], [2.0862, 2.4150, -2.9858], [0.8770, -1.7308, -3.0926], [-0.0240, -2.7689, -2.8537], [0.2737, -4.0649, -3.2508], [1.4836, -4.3393, -3.8744], [2.3954, -3.3160, -4.0883], [2.0981, -2.0160, -3.6971], [-4.5602, 1.7834, -4.7512], [-4.2906, -0.5780, -4.0640], [-2.1985, -1.3483, -3.1002], [-0.5669, 2.6118, -3.4903], [-2.6803, 3.3672, -4.4541], [1.3538, 0.0517, -5.3063], [2.6290, 1.6060, -6.7149], [3.5662, 3.6817, -5.7510], [3.1601, 4.2322, -3.3770], [1.8658, 2.6898, -1.9625], [-0.9581, -2.5936, -2.3401], [-0.4395, -4.8592, -3.0706], [1.7159, -5.3486, -4.1895], [3.3437, -3.5247, -4.5667], [2.8259, -1.2356, -3.8677], [0.9157, 3.6131, 3.8302], [1.9980, 2.7637, 2.5202], [3.7178, 2.5314, 3.3040], [2.1342, 3.9789, 1.0476], [1.4028, 1.2448, 2.0551], [1.4913, 4.4543, 4.2179], [0.6934, 2.9076, 4.6269], [-0.0052, 3.9738, 3.3802], [4.1321, 3.5008, 3.5778], [4.3788, 2.0346, 2.5984], [3.6010, 1.9165, 4.1941], [2.1170, 4.9960, 1.4377], [1.2807, 3.8337, 0.3874], [3.0646, 3.8173, 0.5086], [3.4431, -0.5184, -0.9951], [3.0462, 1.0090, -0.1499], [3.3344, 1.8422, -0.7797], [3.5931, 1.0122, 0.7864]],
  "atomic_forces_ev_per_a": [[0.323, -0.054, 1.113], [0.079, -0.024, -0.075], [-0.027, 0.164, -0.126], [0.246, -0.052, 0.112], [-0.044, 0.047, -0.114], [-0.220, 0.088, 0.225], [0.061, -0.042, -0.044], [-0.014, 0.046, -0.032], [-0.019, -0.018, 0.088], [-0.126, -0.181, -0.223], [-0.130, -0.068, -0.088], [-0.095, -0.021, -0.074], [0.043, 0.017, 0.027], [0.007, -0.007, -0.003], [0.013, 0.006, 0.010], [-0.104, -0.010, 0.043], [0.022, 0.158, 0.135], [-0.019, 0.001, 0.067], [0.013, 0.019, -0.016], [0.005, -0.025, -0.012], [0.012, -0.011, -0.030], [-0.043, -0.055, 0.080], [0.058, 0.018, 0.012], [-0.010, 0.026, -0.017], [-0.044, -0.059, -0.025], [0.061, 0.003, 0.035], [0.068, 0.005, 0.035], [-0.026, 0.054, -0.094], [-0.002, -0.022, 0.024], [0.019, -0.017, -0.018], [-0.010, -0.004, 0.028], [-0.008, 0.018, -0.032], [-0.009, 0.013, -0.015], [0.045, -0.045, -0.006], [0.108, 0.025, -0.045], [-0.036, 0.059, -0.015], [0.011, -0.007, -0.020], [0.016, -0.006, -0.019], [0.036, 0.010, 0.010], [0.011, 0.013, 0.030], [0.081, -0.010, -0.125], [0.006, 0.044, 0.007], [-0.004, 0.031, -0.022], [-0.002, -0.007, -0.028], [0.010, -0.033, -0.011], [-0.012, -0.032, 0.005], [-0.015, -0.020, 0.005], [-0.022, 0.034, -0.003], [-0.001, 0.004, -0.154], [-0.069, -0.026, 0.068], [-0.154, 0.028, 0.122], [0.060, 0.020, 0.011], [-0.083, -0.074, -0.471], [0.050, -0.050, -0.002], [0.067, 0.100, 0.007], [-0.012, 0.022, -0.007], [0.005, -0.016, -0.018], [0.009, -0.006, 0.003], [-0.069, 0.033, -0.132], [-0.043, 0.007, 0.022], [0.068, -0.055, -0.047], [0.021, 0.010, 0.007], [-0.018, -0.007, 0.011], [0.007, 0.029, 0.004], [0.004, -0.104, 0.005], [0.025, -0.005, 0.011], [0.017, 0.012, -0.001], [0.002, -0.053, 0.031], [0.035, 0.006, -0.017], [-0.002, -0.018, 0.005], [-0.004, -0.034, -0.008], [0.015, 0.003, 0.017], [-0.019, -0.007, 0.006], [-0.006, -0.010, -0.008], [0.007, -0.004, 0.061], [-0.054, 0.022, 0.047], [0.012, 0.019, -0.006], [-0.008, 0.033, 0.011], [-0.017, 0.004, 0.010], [0.010, 0.031, -0.018], [-0.059, -0.025, 0.077], [-0.009, -0.146, -0.028], [0.073, -0.075, 0.017], [0.012, -0.012, -0.081], [-0.029, 0.091, -0.187], [-0.019, 0.002, 0.013], [-0.037, 0.016, 0.020], [-0.028, 0.003, 0.024], [-0.009, 0.004, 0.000], [0.063, 0.010, 0.025], [0.044, -0.017, 0.032], [0.010, 0.001, -0.003], [-0.025, 0.027, -0.033], [0.001, 0.001, -0.035], [-0.048, 0.165, 0.209], [-0.145, 0.035, -0.318], [-0.008, -0.036, -0.104], [0.047, -0.028, 0.044]],
  "mulliken_spin": [2.0862, -0.0193, 0.0310, 0.0172, -0.0771, 0.0785, -0.0014, 0.0000, -0.0025, 0.0255, -0.0062, -0.0002, -0.0001, -0.0003, 0.0001, 0.0012, -0.0126, -0.0040, -0.0004, 0.0000, 0.0015, 0.0102, 0.0006, 0.0290, -0.0559, -0.0022, -0.0136, -0.0058, 0.0004, -0.0002, 0.0000, -0.0003, 0.0010, 0.0000, -0.0125, 0.0079, 0.0003, 0.0001, 0.0000, 0.0001, 0.0068, 0.0005, 0.0000, 0.0001, 0.0000, -0.0011, -0.0014, 0.0009, -0.0030, 0.0076, -0.0020, 0.0010, -0.1049, -0.0033, -0.0052, 0.0006, -0.0003, 0.0012, 0.0009, 0.0086, 0.0217, -0.0034, 0.0018, 0.0008, 0.0114, 0.0000, 0.0000, -0.0014, 0.0003, 0.0000, -0.0007, -0.0001, -0.0001, 0.0000, 0.0203, -0.0011, 0.0000, 0.0001, -0.0001, -0.0001, 0.0024, -0.0040, 0.0021, 0.0108, 0.0158, 0.0000, -0.0007, 0.0000, -0.0005, -0.0017, 0.0004, 0.0005, -0.0054, 0.0005, 0.0094, -0.0759, 0.0080, 0.0061],
  "spin_multiplicity": 3,
  "homo_energy_ev": [-13.567, -13.579],
  "mol_weight_g_mol": 882.2,
  "orbital_gap_ev": [7.6, 7.5],
  "max_force_ev_per_a": 1.160,
  "charge": 2,
  "relative_energy_kcal_mol": 20.9
}

Entry 2:
{
  "formula": "C41H50AsBrN2RuS",
  "method": "ωB97M-V/def2-TZVPD",
  "species": ["Ru", "C", "C", "C", "C", "C", "C", "C", "C", "C", "C", "C", "C", "C", "C", "C", "C", "C", "H", "H", "H", "H", "H", "H", "H", "H", "H", "H", "H", "H", "H", "H", "H", "H", "H", "H", "H", "H", "H", "H", "H", "H", "H", "H", "H", "H", "H", "N", "C", "S", "C", "C", "C", "N", "C", "C", "H", "H", "H", "H", "H", "H", "Br", "C", "C", "C", "C", "C", "C", "As", "C", "C", "C", "C", "C", "C", "C", "C", "C", "C", "C", "C", "H", "H", "H", "H", "H", "H", "H", "H", "H", "H", "H", "H", "H", "H", "H"],
  "xyz": [[-0.3238, 0.0859, 0.2691], [-1.9617, -0.8567, 1.5722], [-1.4715, 0.1408, 2.4270], [-0.0681, -0.1853, 2.6830], [0.1781, -1.3737, 1.9810], [-0.9737, -1.8436, 1.3282], [-1.1673, -3.2173, 0.6886], [-0.3291, -4.2362, 1.4702], [-0.7315, -3.2681, -0.7832], [-2.6469, -3.6065, 0.7791], [1.0830, 0.3407, 3.5692], [1.5908, -0.8475, 4.4170], [2.2432, 0.7907, 2.6769], [0.7649, 1.4724, 4.5497], [-2.4242, 1.1473, 3.0685], [-1.9547, 2.6031, 2.9513], [-3.8249, 1.0479, 2.4437], [-2.5988, 0.7425, 4.5458], [-2.9934, -0.9466, 1.2750], [1.1129, -1.9088, 1.9951], [0.7387, -4.0446, 1.3553], [-0.5262, -5.2395, 1.0897], [-0.5722, -4.2233, 2.5354], [0.3525, -3.2327, -0.8751], [-1.1392, -2.4410, -1.3586], [-1.0833, -4.2008, -1.2307], [-3.0138, -3.5571, 1.8072], [-2.7775, -4.6290, 0.4240], [-3.2754, -2.9604, 0.1599], [2.1641, -1.5630, 3.8275], [0.7643, -1.3773, 4.8966], [2.2468, -0.4708, 5.2030], [2.5132, 0.0280, 1.9462], [3.1186, 1.0009, 3.2966], [1.9762, 1.6972, 2.1499], [0.1619, 1.1251, 5.3873], [0.2796, 2.3301, 4.0913], [1.7102, 1.8221, 4.9680], [-0.9156, 2.6700, 2.6577], [-2.0689, 3.1377, 3.8964], [-2.5414, 3.1340, 2.2002], [-3.8131, 1.1967, 1.3631], [-4.4498, 1.8303, 2.8756], [-4.3024, 0.0898, 2.6614], [-1.7034, 0.9195, 5.1326], [-2.8606, -0.3152, 4.6283], [-3.4097, 1.3263, 4.9843], [-4.7354, 0.8827, -5.2097], [-3.8329, 1.7087, -4.6607], [-3.7029, 3.3011, -5.0105], [-2.9565, 1.0753, -3.6235], [-3.4770, 0.1941, -2.6798], [-2.6622, -0.2649, -1.6648], [-1.3723, 0.0764, -1.5609], [-0.8577, 0.8778, -2.5118], [-1.6135, 1.4060, -3.5368], [-5.3616, 1.2480, -5.9082], [-4.7289, -0.1084, -5.0387], [-4.5142, -0.1138, -2.7058], [-3.0457, -0.9349, -0.9071], [0.2019, 1.0751, -2.4430], [-1.1659, 2.0743, -4.2591], [1.7427, -0.6478, -0.7880], [1.7246, 5.9700, 3.1882], [2.6310, 5.0580, 2.6681], [2.2044, 4.0817, 1.7809], [0.8648, 4.0101, 1.4044], [-0.0415, 4.9259, 1.9306], [0.3912, 5.9055, 2.8138], [0.2637, 2.6359, 0.1465], [-1.3236, 3.5383, -0.5343], [-1.2607, 4.8525, -1.0024], [-2.3901, 5.4724, -1.5117], [-3.6059, 4.8004, -1.5313], [-3.6835, 3.5054, -1.0468], [-2.5435, 2.8794, -0.5584], [1.5458, 2.9163, -1.2958], [1.2188, 3.5362, -2.4991], [2.1782, 3.6795, -3.4937], [3.4666, 3.2055, -3.2967], [3.7962, 2.5821, -2.1026], [2.8395, 2.4338, -1.1105], [2.0568, 6.7274, 3.8864], [3.6752, 5.1064, 2.9492], [2.9317, 3.3949, 1.3730], [-1.0847, 4.8894, 1.6523], [-0.3202, 6.6206, 3.2070], [-0.3273, 5.4010, -0.9577], [-2.3208, 6.4800, -1.9012], [-4.4905, 5.2930, -1.9133], [-4.6304, 2.9786, -1.0494], [-2.6087, 1.8735, -0.1732], [0.2170, 3.8991, -2.6809], [1.9149, 4.1700, -4.4224], [4.2090, 3.3098, -4.0773], [4.7966, 2.2003, -1.9450], [3.1044, 1.9110, -0.2008]],
  "atomic_forces_ev_per_a": [[0.236, -1.484, 3.341], [-0.511, -0.378, -0.267], [0.046, 0.795, -0.208], [0.346, 0.851, -0.366], [0.616, -0.366, -0.338], [-0.244, -0.262, -0.948], [-0.009, 0.066, -0.007], [-0.061, -0.030, 0.077], [0.016, -0.110, 0.037], [-0.009, 0.027, 0.079], [-0.033, -0.088, 0.098], [-0.136, 0.000, 0.099], [0.073, -0.173, 0.068], [-0.027, 0.019, -0.037], [-0.093, -0.090, 0.109], [-0.103, 0.025, -0.020], [-0.018, -0.056, 0.024], [0.042, -0.097, -0.017], [0.043, 0.068, -0.013], [0.069, 0.096, -0.071], [-0.017, 0.003, 0.000], [0.015, 0.007, -0.001], [-0.003, -0.012, -0.021], [-0.001, 0.058, -0.006], [-0.051, 0.001, -0.052], [0.034, 0.003, 0.036], [0.003, 0.004, -0.025], [-0.012, 0.019, -0.017], [0.008, -0.031, 0.006], [-0.033, -0.001, -0.006], [0.023, 0.023, 0.017], [0.020, -0.013, -0.028], [0.009, 0.012, 0.012], [-0.027, 0.016, -0.012], [0.002, 0.048, -0.058], [0.012, 0.019, -0.021], [0.056, -0.016, 0.015], [-0.013, 0.004, 0.006], [0.016, -0.006, 0.052], [0.000, -0.005, -0.018], [0.034, -0.015, -0.019], [0.009, 0.020, 0.007], [-0.004, -0.006, -0.001], [0.005, 0.030, -0.001], [-0.021, -0.007, -0.016], [-0.015, 0.022, 0.006], [0.015, 0.005, -0.001], [-0.027, 0.026, 0.018], [0.040, -0.184, 0.068], [0.042, 0.023, -0.017], [-0.134, 0.162, -0.020], [0.037, -0.114, -0.068], [-0.021, -0.195, -0.033], [-0.001, 1.180, -0.208], [-0.064, -0.311, -0.259], [0.048, -0.119, -0.062], [-0.015, 0.001, -0.016], [0.036, 0.001, -0.034], [0.008, 0.040, 0.042], [-0.014, 0.096, -0.011], [0.012, 0.042, 0.056], [0.001, 0.021, 0.028], [0.028, 0.099, -0.267], [0.009, -0.012, 0.041], [0.013, 0.013, 0.004], [-0.038, 0.124, -0.091], [0.160, -0.242, 0.249], [0.072, 0.042, 0.012], [-0.024, -0.005, -0.014], [-0.742, 0.086, -0.986], [0.092, 0.188, -0.064], [0.023, -0.011, 0.046], [-0.016, 0.008, -0.016], [-0.007, 0.022, 0.022], [0.016, -0.016, 0.027], [-0.048, 0.076, 0.031], [0.128, 0.010, 0.055], [0.033, -0.043, 0.015], [-0.005, 0.005, 0.012], [-0.008, -0.011, -0.022], [0.020, 0.030, 0.018], [0.014, 0.065, -0.023], [-0.001, 0.005, -0.030], [-0.014, -0.001, -0.011], [0.024, 0.031, -0.010], [-0.011, 0.018, -0.001], [0.006, -0.019, 0.002], [0.012, -0.011, -0.037], [-0.011, 0.007, 0.062], [0.015, -0.029, -0.041], [0.010, 0.007, 0.003], [0.016, -0.072, 0.019], [-0.006, 0.009, -0.004], [-0.006, -0.027, 0.003], [-0.003, 0.023, 0.018], [-0.017, -0.006, -0.004], [0.009, -0.028, 0.001]],
  "mulliken_spin": [0.9457, -0.0594, 0.0237, 0.0102, -0.0869, 0.0791, -0.0032, 0.0009, 0.0171, 0.0055, -0.0050, -0.0021, 0.0204, -0.0010, 0.0058, 0.0001, -0.0018, -0.0004, -0.0047, -0.0121, -0.0002, 0.0011, -0.0005, -0.0021, -0.0058, 0.0001, -0.0004, -0.0007, 0.0001, -0.0002, 0.0002, 0.0001, -0.0045, 0.0002, -0.0036, 0.0008, -0.0004, -0.0001, -0.0062, 0.0012, -0.0006, 0.0007, -0.0002, 0.0002, 0.0000, -0.0010, -0.0001, -0.0001, -0.0015, 0.0037, 0.0059, -0.0114, 0.0126, -0.0167, 0.0112, -0.0064, 0.0000, 0.0001, 0.0000, -0.0025, 0.0088, 0.0001, 0.0887, 0.0011, 0.0000, 0.0013, -0.0012, -0.0008, -0.0005, -0.0049, -0.0008, 0.0029, -0.0006, 0.0005, -0.0006, 0.0072, 0.0197, -0.0026, 0.0013, 0.0002, -0.0030, -0.0100, 0.0000, -0.0001, -0.0009, 0.0004, 0.0000, -0.0002, -0.0001, 0.0001, 0.0001, -0.0237, 0.0002, 0.0001, -0.0002, -0.0002, 0.0126],
  "spin_multiplicity": 2,
  "homo_energy_ev": [-10.947, -10.918],
  "mol_weight_g_mol": 858.8,
  "orbital_gap_ev": [7.8, 6.8],
  "max_force_ev_per_a": 3.664,
  "charge": 1,
  "relative_energy_kcal_mol": 10.7
}